Entry 1:
C6H60NO24 | the ωB97M-V functional and the def2-TZVPD basis

Atoms and positions in Å:
C (1.449, -0.580, 4.453)
O (1.447, 0.074, 3.115)
C (0.230, -0.031, 2.338)
C (0.597, 0.309, 0.952)
N (-0.510, 0.067, 0.057)
H (-0.947, -0.803, -0.021)
H (-1.163, 0.446, 0.523)
C (-0.266, 0.754, -1.284)
C (-1.177, 0.302, -2.289)
O (-0.443, 0.733, -3.478)
C (-1.269, 0.628, -4.602)
H (0.921, -0.109, 5.253)
H (2.356, -0.819, 4.869)
H (1.154, -1.734, 4.368)
H (-0.718, 0.735, 2.503)
H (-0.098, -1.127, 2.541)
H (1.431, -0.237, 0.718)
H (0.847, 1.255, 0.957)
H (0.809, 0.491, -1.332)
H (-0.331, 1.770, -0.993)
H (-2.070, 0.750, -2.200)
H (-1.274, -0.794, -2.314)
H (-0.879, 1.256, -5.462)
H (-2.284, 1.083, -4.554)
H (-1.383, -0.245, -5.087)
O (-4.520, 1.938, -0.979)
H (-4.242, 2.709, -1.334)
H (-4.509, 1.365, -1.789)
O (-0.869, -3.955, 2.374)
H (-0.243, -4.760, 2.492)
H (-0.229, -3.417, 1.872)
O (-0.910, -2.729, -0.634)
H (-1.724, -3.138, -0.789)
H (-0.591, -3.030, -1.519)
O (-2.779, 1.308, 1.100)
H (-3.593, 1.245, 0.655)
H (-3.087, 1.869, 1.853)
O (3.411, 2.217, -3.043)
H (3.335, 1.497, -3.799)
H (3.346, 1.593, -2.260)
O (-2.044, -2.769, 3.689)
H (-1.650, -3.403, 2.955)
H (-2.733, -3.377, 4.053)
O (0.017, -4.307, 5.739)
H (-0.503, -3.863, 4.986)
H (0.093, -5.221, 5.509)
O (1.984, 1.713, -6.544)
H (1.668, 1.192, -7.268)
H (2.048, 1.120, -5.751)
O (2.261, -2.139, -1.424)
H (3.212, -2.237, -1.312)
H (2.236, -2.622, -2.251)
O (3.986, 0.614, 6.671)
H (3.574, 1.264, 6.224)
H (4.619, 0.910, 7.274)
O (0.714, 0.116, -8.217)
H (-0.031, -0.098, -7.626)
H (0.803, 0.870, -8.632)
O (1.260, -2.240, 7.057)
H (0.388, -1.707, 7.271)
H (0.778, -2.885, 6.518)
O (-1.848, 4.224, 1.081)
H (-2.082, 3.445, 0.565)
H (-0.870, 4.133, 0.901)
O (-2.960, 3.928, -4.058)
H (-2.082, 4.024, -4.452)
H (-3.475, 4.338, -4.783)
O (4.071, -2.031, 7.151)
H (4.051, -1.088, 6.781)
H (3.181, -2.101, 7.196)
O (-4.454, 1.236, -6.444)
H (-3.915, 0.415, -6.812)
H (-4.230, 2.031, -6.881)
O (3.334, 1.105, -0.521)
H (3.915, 1.454, 0.132)
H (3.737, 0.290, -0.819)
O (-0.549, 3.854, -5.529)
H (0.023, 3.463, -4.958)
H (-0.331, 3.981, -6.640)
O (-4.740, 0.728, -3.649)
H (-4.606, -0.088, -3.277)
H (-4.744, 0.814, -4.547)
O (-0.331, 1.492, 5.956)
H (-0.515, 0.508, 5.653)
H (-0.691, 1.896, 6.721)
O (4.140, -1.047, 1.685)
H (4.939, -0.443, 1.797)
H (3.085, -0.583, 1.749)
O (1.723, -3.479, 1.312)
H (1.795, -2.907, 0.641)
H (2.524, -3.435, 1.909)

Computed properties:
gap between HOMO and LUMO	0.3091	Eh
total charge	+1
maximum force	9.45	eV Å⁻¹
energy relative to the best compared isomer or geometry (same formula, charge and spin)	313.4	kJ/mol
DFT total energy	-57809.771	eV

=====

Entry 2:
C17H19GaN8O2 | the ωB97M-V functional and the def2-TZVPD basis

Atoms and positions in Å:
Ga (0.344, -0.099, -0.375)
C (-1.036, 0.757, 1.761)
C (0.373, 0.712, 1.506)
C (0.765, -0.706, 1.680)
C (-0.397, -1.418, 1.981)
C (-1.485, -0.523, 2.037)
H (-1.634, 1.657, 1.759)
H (1.060, 1.543, 1.608)
H (1.778, -1.069, 1.779)
H (-0.441, -2.484, 2.148)
H (-2.506, -0.796, 2.260)
N (-0.936, 1.435, -1.496)
N (-2.212, 0.846, -1.522)
C (-2.318, -0.498, -1.414)
N (-3.481, -1.076, -1.565)
N (-1.149, -1.102, -1.127)
N (-1.003, -2.497, -1.107)
O (-1.964, -3.208, -1.240)
O (0.146, -2.836, -0.955)
H (-0.966, 2.257, -0.896)
H (-0.669, 1.724, -2.438)
H (-3.005, 1.409, -1.796)
H (-4.292, -0.551, -1.857)
H (-3.526, -2.088, -1.564)
C (4.225, -0.541, -1.870)
C (3.121, -0.410, -1.058)
N (1.895, -0.205, -1.576)
C (1.739, -0.138, -2.909)
C (2.795, -0.283, -3.796)
C (4.063, -0.472, -3.244)
C (2.611, -0.196, -5.257)
C (1.525, -0.550, -5.935)
C (0.293, -1.142, -5.353)
C (0.201, -2.500, -5.076)
C (-0.966, -2.942, -4.474)
N (-1.982, -2.120, -4.208)
C (-1.815, -0.857, -4.579)
N (-0.726, -0.310, -5.104)
H (5.198, -0.695, -1.425)
H (3.199, -0.463, 0.019)
H (0.739, 0.047, -3.272)
H (4.922, -0.566, -3.896)
H (3.461, 0.188, -5.809)
H (1.513, -0.412, -7.011)
H (1.009, -3.179, -5.308)
H (-1.090, -3.981, -4.189)
H (-2.663, -0.190, -4.439)

Computed properties:
gap between HOMO and LUMO	0.3266	Eh
total charge	+2
maximum force	0.14	eV Å⁻¹
DFT total energy	-86311.238	eV

=====

Entry 3:
C4H6N2 | the ωB97M-V functional and the def2-TZVPD basis

Atoms and positions in Å:
N (2.488, 1.326, -0.839)
C (1.769, 0.518, -0.434)
C (1.021, -0.676, -0.041)
N (-0.206, -0.485, 0.732)
C (-1.376, -0.389, -0.124)
C (-0.912, 0.794, 0.620)
H (0.848, -1.192, -0.997)
H (1.718, -1.307, 0.512)
H (-2.248, -0.919, 0.243)
H (-1.170, -0.390, -1.204)
H (-0.464, 1.590, 0.034)
H (-1.466, 1.129, 1.497)

Computed properties:
gap between HOMO and LUMO	0.3981	Eh
total charge	0
SMILES string	N#CCN1CC1
maximum force	1.18	eV Å⁻¹
energy relative to the best compared isomer or geometry (same formula, charge and spin)	207.6	kJ/mol
DFT total energy	-7223.440	eV